# C25H53ClP2Si2W

A molecular structure, C25H53ClP2Si2W (ωB97M-V/def2-TZVPD, the OMol25 dataset).

Geometry as XYZ:
```
84
Properties=species:S:1:pos:R:3:forces:R:3
W 0.0171 0.2146 0.3460 -0.61 -0.74 -2.59
C -0.7871 2.3460 0.5932 -0.39 0.64 -0.41
C 0.2102 2.2851 -0.4352 -0.75 1.72 0.19
C -0.3351 1.4313 -1.4778 0.92 0.23 -0.12
Si 1.7667 3.3325 -0.4967 0.03 -0.83 0.40
C -1.5694 0.9104 -1.0365 -0.81 -0.45 0.40
C -1.8423 1.4220 0.2968 -0.59 1.76 0.15
Si -3.3742 1.1572 1.3462 0.73 -0.53 0.14
H -0.7432 2.9927 1.4788 0.14 -0.57 -0.29
H 0.1109 1.2615 -2.4498 -0.06 -0.01 0.14
H -2.2328 0.2783 -1.6157 0.15 0.09 0.10
Cl 0.4434 -1.6776 -0.7397 0.76 -3.51 -2.00
C -3.4938 2.4540 2.6770 -0.14 0.17 -0.06
C -4.9280 1.1316 0.3067 -0.09 0.14 0.01
C 1.7230 4.6547 0.8140 -0.08 0.19 -0.09
C 2.0294 4.0904 -2.1859 -0.05 0.15 0.00
H -5.1637 2.1680 0.0301 -0.04 -0.21 -0.04
H -5.7672 0.7367 0.8946 0.10 0.07 -0.17
H -4.8298 0.5448 -0.6139 -0.03 0.10 0.20
H -2.5455 2.5527 3.2192 -0.21 -0.03 -0.04
H -4.2871 2.1711 3.3824 0.19 0.15 -0.06
H -3.7501 3.4231 2.2313 0.05 -0.09 0.19
H 1.2981 4.9005 -2.3090 0.15 -0.13 -0.09
H 1.8990 3.3813 -3.0117 0.05 0.14 0.17
H 3.0349 4.5279 -2.2466 -0.19 -0.07 -0.06
H 0.9875 5.4225 0.5441 0.13 -0.05 0.16
H 2.7131 5.1259 0.8814 -0.23 -0.03 0.09
H 1.4552 4.2346 1.7910 0.10 0.10 -0.15
C -3.0624 -0.5157 2.1960 -0.75 -0.04 -0.04
C 3.1544 2.1144 -0.0422 0.40 0.44 -0.46
P -2.0764 -1.5639 1.0737 0.51 0.48 0.28
H -4.0163 -0.9880 2.4730 0.25 0.12 0.18
H -2.4868 -0.3273 3.1189 -0.05 -0.08 -0.36
P 2.6992 0.4554 -0.6528 -0.36 0.08 0.62
H 3.2371 2.0872 1.0582 -0.12 -0.11 -0.33
H 4.1153 2.4563 -0.4538 -0.11 -0.02 0.32
C 4.0730 -0.6708 -0.1219 -0.17 -0.17 -0.02
C 3.0095 0.5521 -2.5178 -0.43 0.42 0.62
C -3.3215 -2.1328 -0.2327 0.27 0.71 0.33
C -1.7778 -3.1464 1.9908 0.20 -0.04 -0.13
C -0.3852 -3.1468 2.6337 0.11 -0.17 0.02
H -1.8010 -3.9204 1.2111 0.05 0.08 0.20
C -2.8621 -3.4552 3.0174 0.06 -0.23 0.16
H -2.8935 -2.6826 3.7949 -0.03 -0.20 -0.09
H -2.6222 -4.4146 3.4935 -0.12 0.15 0.03
H -3.8535 -3.5425 2.5635 0.19 0.07 0.21
H 0.4213 -3.1059 1.8866 -0.33 0.13 0.14
H -0.2448 -4.0735 3.2087 -0.05 0.20 -0.04
H -0.2670 -2.2961 3.3172 0.00 -0.17 -0.10
H -3.4416 -1.2256 -0.8418 -0.10 -0.22 0.12
C -4.6946 -2.5396 0.3078 -0.26 0.07 -0.15
C -2.7914 -3.2516 -1.1385 0.22 -0.12 -0.37
H -5.1302 -1.8503 1.0406 0.16 -0.16 -0.16
H -4.6530 -3.5482 0.7315 -0.07 0.21 -0.01
H -5.3871 -2.5807 -0.5432 0.04 -0.04 0.14
H -2.6834 -2.8918 -2.1695 0.12 -0.13 0.30
H -3.5169 -4.0712 -1.1709 0.13 0.03 0.03
H -1.8285 -3.6669 -0.8169 -0.19 0.18 -0.20
H 2.1468 1.1421 -2.8594 0.27 -0.07 -0.01
C 2.9638 -0.8133 -3.2141 -0.26 -0.32 -0.19
C 4.2902 1.2810 -2.9295 -0.01 0.19 -0.25
H 4.4679 2.2345 -2.4190 -0.06 -0.25 -0.07
H 4.2152 1.5029 -4.0016 0.09 -0.02 0.10
H 5.1583 0.6275 -2.8009 -0.10 0.18 0.01
H 2.1198 -0.8583 -3.9136 0.18 -0.10 0.26
H 2.8829 -1.6630 -2.5247 -0.12 0.22 -0.23
H 3.8689 -0.9497 -3.8136 -0.05 -0.06 0.10
C 3.6893 -1.4262 1.1566 0.06 -0.18 0.04
C 5.4076 0.0485 0.0378 0.20 -0.18 0.11
H 4.1598 -1.3966 -0.9424 0.04 0.07 0.20
H 5.3486 0.8081 0.8266 0.10 -0.15 -0.14
H 5.7380 0.5248 -0.8898 -0.03 -0.02 0.29
H 6.1644 -0.6920 0.3271 -0.01 0.20 -0.01
H 3.4522 -0.7283 1.9699 0.06 -0.15 -0.12
H 4.5300 -2.0572 1.4785 -0.12 0.16 -0.01
H 2.8253 -2.0907 1.0073 0.17 0.34 -0.03
C -0.9257 -1.4280 -4.2905 -0.10 -0.01 -0.34
H -1.4645 -0.7084 -4.9162 0.26 -0.31 0.34
H 0.1679 -1.4659 -4.3521 -0.70 -0.08 0.18
H -1.4982 -2.2032 -3.7701 0.50 0.43 -0.22
C 0.7257 0.2349 2.3003 0.51 0.24 1.78
H 1.5150 0.9967 2.4716 -0.33 -0.40 0.37
H 1.1799 -0.7703 2.3741 -0.01 0.38 0.43
H -0.0812 0.3194 3.0583 0.65 0.00 0.02
```
Positions in Å, forces in eV/Å.

The expectation value of S² is 2.01. The spin multiplicity is 3. Its gap between HOMO and LUMO (alpha / beta) is 0.218 / 0.215 hartree. As for the charge: 0.

These are the Mulliken partial charges, in e, on atoms 1 to 2: 1.309 -1.308

# C25H53F3I2N3O11PSi2

A molecular structure, C25H53F3I2N3O11PSi2 (ωB97M-V/def2-TZVPD, the OMol25 dataset).

Geometry as XYZ:
```
100
Properties=species:S:1:pos:R:3:forces:R:3
C -0.1295 -3.6765 1.8238 0.92 -0.72 -0.07
C 0.9829 -3.2513 2.7876 -0.99 -0.96 -2.05
O 0.6954 -2.9382 3.8814 -0.01 0.98 2.40
O 2.2531 -3.2781 2.3065 -0.09 0.52 -0.37
C 2.8947 -1.9727 2.3921 0.11 0.23 0.30
Si 2.4305 -0.9185 0.8642 -0.12 -1.85 1.00
N 2.4585 -1.9734 -0.5327 -0.18 1.42 0.91
C 3.5666 -2.1207 -1.1264 0.37 -0.70 -1.08
C 4.9647 -1.8685 -0.5554 0.26 0.00 -0.88
C 3.5298 -2.6535 -2.5615 0.21 -0.27 0.78
O 0.9119 -0.2974 1.2039 1.06 0.93 -1.06
Si 0.4897 1.1654 0.4926 -0.99 -0.39 -0.51
C 1.3333 2.6806 1.2451 0.48 -0.78 0.11
C 2.8151 2.9134 0.8681 -1.41 1.84 0.84
O 3.0929 2.8558 -0.4994 0.31 -0.73 -0.13
C 3.1817 4.3668 1.3307 1.36 -1.92 -1.11
F 2.8582 5.2458 0.3880 -0.82 0.75 0.05
F 2.6813 4.6960 2.4997 -0.53 0.50 0.62
F 4.5213 4.4299 1.4284 0.50 0.21 0.30
C 0.7378 1.0008 -1.3981 -0.96 0.08 0.67
P -0.0150 -0.4564 -2.2082 0.72 -0.65 -1.85
O 0.9653 -1.0248 -3.1309 0.86 -0.13 -0.35
O -1.3038 -0.0532 -3.1251 0.03 -0.17 1.55
O -0.5409 -1.5655 -1.1771 -0.53 0.64 0.11
C -1.3785 1.4382 0.7597 0.73 -0.05 -0.46
I -2.6395 2.1083 -0.8538 0.57 -0.27 0.29
C -1.9815 1.2642 1.9196 -1.17 -0.10 0.36
C -3.4694 1.5049 2.1238 0.32 0.13 0.65
I -0.9100 0.6673 3.6553 -0.33 0.12 -0.18
H -0.8501 -2.8605 1.7430 0.16 -0.08 -0.09
H 0.2821 -3.9852 0.8571 -0.20 0.31 0.06
H -0.6175 -4.5518 2.2690 -0.06 0.26 -0.04
H 3.9713 -2.1585 2.4699 -0.16 0.01 -0.14
H 2.6045 -1.4815 3.3340 0.03 -0.15 -0.18
H 3.4632 0.1223 0.7576 -0.15 0.42 -0.12
H 5.2035 -0.7962 -0.5509 -0.17 -0.17 0.31
H 5.6977 -2.3141 -1.2397 -0.13 0.07 0.18
H 5.1380 -2.3315 0.4186 -0.29 0.29 0.02
H 2.5998 -3.2145 -2.6700 0.15 0.13 -0.19
H 4.4086 -3.2846 -2.7428 -0.24 0.09 -0.17
H 3.5121 -1.8192 -3.2715 0.00 -0.09 0.16
H 0.6946 3.5542 1.0557 0.22 -0.14 -0.20
H 1.3105 2.5283 2.3354 -0.18 0.05 -0.23
H 3.4552 2.2648 1.4691 0.10 -0.17 -0.55
H 2.3358 3.1840 -1.0013 0.13 0.07 0.18
H 1.7910 0.9799 -1.6967 -0.19 -0.23 0.08
H 0.2800 1.8926 -1.8569 0.07 -0.21 0.05
H -2.0619 -0.5379 -2.7599 -0.08 0.38 -0.24
H -0.2847 -2.4418 -1.5298 0.17 0.21 0.00
H -4.0859 0.9495 1.4117 0.25 0.05 -0.01
H -3.6243 2.5797 1.9558 -0.21 -0.22 0.07
H -3.8038 1.2462 3.1321 0.16 0.09 -0.15
C -4.2877 7.6698 4.0324 -0.02 0.03 -0.19
O -3.6573 8.3972 2.9935 0.01 -0.16 0.28
C -2.3616 8.8767 3.3428 0.06 0.30 -0.37
C -1.3034 8.2042 2.4900 -0.20 -0.28 0.13
N -1.1665 6.7955 2.8469 0.09 0.15 -0.14
C -0.3365 6.0299 1.9212 -0.22 -0.11 0.14
C -0.8607 5.8437 0.4960 0.33 -0.19 0.01
O -2.0301 5.0456 0.4133 0.07 0.46 0.08
C -3.2471 5.7575 0.5652 -0.10 -0.38 0.00
H -5.2966 7.4250 3.7025 0.03 0.04 -0.05
H -3.7552 6.7358 4.2412 -0.01 0.02 0.16
H -4.3542 8.2682 4.9456 0.02 -0.07 0.05
H -2.1535 8.7452 4.4083 -0.04 -0.15 -0.02
H -2.3505 9.9502 3.1319 0.02 0.00 0.04
H -0.3442 8.7074 2.6412 0.01 -0.03 -0.02
H -1.5965 8.3246 1.4390 0.04 0.22 -0.02
H -2.0867 6.3752 2.8767 0.01 0.01 0.04
H -0.2117 5.0373 2.3630 0.04 0.00 -0.04
H 0.6588 6.4825 1.8787 -0.03 0.05 -0.03
H -0.0917 5.2990 -0.0633 -0.02 0.03 -0.03
H -0.9972 6.7952 -0.0292 -0.12 0.03 0.07
H -3.1784 6.7807 0.1893 0.05 0.03 0.08
H -3.5683 5.7616 1.6102 -0.05 0.20 -0.01
H -4.0129 5.2297 -0.0066 0.06 -0.02 -0.04
C 1.5273 -8.7998 -3.0181 -0.05 0.10 -0.16
O 0.3897 -8.5836 -3.8338 0.13 -0.07 0.29
C -0.8286 -9.0125 -3.2330 -0.27 0.03 -0.39
C -1.7308 -7.8235 -2.9641 0.32 0.10 0.14
N -1.1895 -6.9920 -1.8936 -0.19 -0.01 -0.12
C -1.8766 -5.7134 -1.7336 0.31 -0.03 0.11
C -1.7572 -4.7023 -2.8739 -0.26 0.21 0.24
O -0.4450 -4.1951 -3.0571 -0.24 -0.09 0.05
C 0.3824 -4.9622 -3.9163 0.35 0.29 0.10
H 2.4083 -8.5232 -3.5958 -0.05 0.00 -0.04
H 1.4935 -8.1765 -2.1184 0.04 -0.12 0.10
H 1.6117 -9.8528 -2.7342 0.02 0.02 0.08
H -0.6509 -9.5887 -2.3205 0.08 0.12 0.05
H -1.3244 -9.6722 -3.9515 -0.01 -0.02 0.04
H -2.7228 -8.1813 -2.6738 -0.01 0.04 0.01
H -1.8258 -7.2589 -3.9007 -0.12 -0.15 -0.11
H -0.2121 -6.8100 -2.0839 0.00 -0.03 0.02
H -1.4652 -5.2473 -0.8331 -0.07 0.08 -0.02
H -2.9359 -5.9020 -1.5339 -0.01 -0.03 -0.06
H -2.3730 -3.8387 -2.6013 0.02 0.00 -0.01
H -2.1659 -5.0786 -3.8177 0.14 -0.10 -0.03
H -0.1896 -5.4644 -4.6992 -0.05 -0.06 0.08
H 0.9637 -5.6919 -3.3465 -0.05 -0.15 -0.12
H 1.0903 -4.2795 -4.3877 -0.08 0.06 0.01
```
Positions in Å, forces in eV/Å.

Its gap between HOMO and LUMO is 0.321 hartree. As for the charge: 0.

These are the Mulliken partial charges, in e, on atoms 1 to 2: -0.605 0.536

| no. | maximum force (eV/A) |
| --- | --- |
| 1 | 4.11 |
| 2 | 2.61 |